Record 1
This record from OMol25 describes the molecule C24H25N3O5S. The level of theory is the ωB97M-V functional and the def2-TZVPD basis.

XYZ file:
```
58
Properties=species:S:1:pos:R:3:forces:R:3:lowdin_charge:R:1
C 0.834145 1.246837 2.485455 0.2191 -0.1042 0.0755 -0.043
O -0.142659 1.726626 1.590255 -0.3253 -0.1178 -0.0063 -0.095
C -1.199422 0.937768 1.296474 -0.0346 -0.1292 0.1677 -0.260
C -1.450298 -0.318428 1.841859 0.1873 0.2735 0.0007 -0.002
C -2.569334 -1.030372 1.453997 -0.1833 0.1566 -0.2192 -0.008
C -3.469874 -0.521889 0.520354 0.4120 0.3212 0.1262 -0.206
N -4.577250 -1.302078 0.181190 -0.0413 -0.3625 0.1451 0.111
C -5.610304 -1.007641 -0.668950 -0.1714 -0.5764 0.2066 -0.513
C -6.617691 -2.138595 -0.745518 -0.0851 0.1989 -0.1635 -0.003
O -5.718209 0.022725 -1.285323 0.0149 0.3496 -0.1873 0.084
C -3.220149 0.733185 -0.031740 -0.2349 -0.0288 -0.1411 0.030
C -2.106586 1.436969 0.364460 0.3714 0.5697 -0.0401 -0.176
S -1.756712 3.015871 -0.409457 0.0633 0.1014 -0.2762 0.703
O -2.742995 3.253485 -1.415718 -0.0034 -0.4527 -0.0660 -0.270
O -1.529657 4.041129 0.560956 0.2211 -0.2673 0.1171 -0.266
N -0.326319 2.688821 -1.245551 -1.3023 0.0913 0.0166 -0.020
C 0.936762 2.777907 -0.693182 0.9146 0.1331 0.3520 -0.238
C 1.312945 3.944032 -0.024560 0.0509 -0.0429 -0.0170 -0.012
C 2.577984 4.067661 0.509288 -0.0164 -0.0883 -0.0129 -0.067
C 3.502181 3.039849 0.376344 0.1365 -0.0063 0.0522 -0.092
C 3.149996 1.892709 -0.305459 -0.0689 0.0674 -0.0332 -0.042
C 1.878042 1.743816 -0.855577 -0.2461 0.3530 0.1845 -0.077
C 1.485349 0.487022 -1.542678 0.1172 -0.0543 -0.1622 -0.419
O 0.346242 0.036357 -1.506309 -0.1638 -0.0033 0.0166 0.060
N 2.466316 -0.117711 -2.249700 0.3068 -0.0105 -0.1275 0.078
C 2.293285 -1.420263 -2.843676 0.0021 -0.2738 -0.0628 -0.162
C 3.033861 -2.503855 -2.042747 -0.2311 0.1976 -0.0626 -0.128
C 2.594832 -2.473062 -0.605535 0.1349 -0.1089 -0.0282 -0.242
C 1.345256 -2.959425 -0.242423 0.0593 -0.0060 0.0274 -0.033
C 0.919276 -2.894394 1.070683 -0.0533 -0.0433 0.0224 -0.080
C 1.737273 -2.338806 2.040406 0.0222 -0.0328 0.1010 -0.113
C 2.980972 -1.844010 1.688206 0.0126 0.0271 0.1142 -0.092
C 3.403816 -1.910597 0.372185 -0.0014 -0.0293 -0.0295 -0.052
H 1.300107 0.330338 2.109249 -0.0540 0.0729 0.0231 0.077
H 0.411923 1.068050 3.479120 -0.0137 0.0011 -0.0241 0.103
H 1.581690 2.035729 2.545351 -0.0041 -0.0568 0.0228 0.095
H -0.774415 -0.751952 2.560128 0.0989 -0.0065 0.0631 0.098
H -2.745076 -2.005523 1.887484 -0.0251 -0.1089 0.0516 0.113
H -4.613076 -2.199828 0.644027 -0.0876 0.1659 -0.1498 0.139
H -6.137467 -3.048849 -1.098255 0.0201 -0.1039 -0.0015 0.081
H -7.408589 -1.861806 -1.436011 0.0140 0.0160 0.0005 0.083
H -7.049885 -2.324638 0.235516 -0.0340 -0.0588 0.0786 0.082
H -3.878056 1.167761 -0.766186 -0.0666 -0.0474 -0.0250 0.107
H -0.478193 1.823945 -1.755081 0.0114 -0.0942 -0.0715 0.101
H 0.579310 4.723040 0.091605 0.0219 0.1283 -0.0282 0.107
H 2.849811 4.970215 1.036054 0.0014 0.0897 0.0383 0.108
H 4.488782 3.133081 0.804976 0.0758 0.0040 0.0285 0.101
H 3.861513 1.081502 -0.373287 0.0392 -0.0742 -0.0195 0.100
H 3.390856 0.281343 -2.251186 -0.1357 0.0995 0.0159 0.137
H 1.219181 -1.618438 -2.836857 0.1421 -0.0027 -0.1082 0.119
H 2.652579 -1.402877 -3.877007 -0.1085 -0.0111 0.0620 0.122
H 4.110827 -2.332774 -2.108515 0.0143 -0.0689 -0.0151 0.112
H 2.812285 -3.475237 -2.488005 0.0827 -0.0276 -0.0368 0.118
H 0.702563 -3.391956 -0.994751 -0.0957 -0.0398 -0.1063 0.120
H -0.053775 -3.278459 1.338357 -0.0925 -0.0364 0.0213 0.101
H 1.411567 -2.296926 3.070167 -0.0378 0.0062 0.0810 0.104
H 3.623234 -1.406067 2.438834 0.0539 0.0265 0.0643 0.106
H 4.381235 -1.531304 0.106242 0.0957 0.0252 -0.0553 0.109
```
Forces are in eV/Å.

LUMO energy = 0.51 eV
Structure (SMILES) = COc1ccc(NC(C)=O)cc1S(=O)(=O)Nc1ccccc1C(=O)NCCc1ccccc1
HOMO = -8.02 eV
Net charge = 0
HOMO-LUMO gap = 8.530 eV

***

Record 2
This record from OMol25 describes the molecule C5H5N. The level of theory is the ωB97M-V functional and the def2-TZVPD basis.

XYZ file:
```
11
Properties=species:S:1:pos:R:3:forces:R:3:lowdin_charge:R:1
C 0.524959 -0.305627 -2.273384 -0.3056 0.1814 -0.6092 -0.406
C 0.739476 0.963864 -1.624853 -0.5996 -0.8612 1.9222 0.132
C 0.138951 0.111788 -0.820540 1.8348 4.0679 -1.9017 -0.216
C 0.069046 0.511268 1.402826 -3.0666 2.0122 2.5698 -0.102
C -0.452054 -0.428390 0.351516 -0.0887 -1.5602 -1.2423 -0.221
N 0.099642 -1.338014 -2.570658 -0.2171 -2.2692 -1.3887 0.216
H -0.025816 0.027793 2.412621 0.4285 0.5815 -0.8866 0.090
H -0.618507 1.507514 1.474454 1.5715 -2.3731 -0.3033 0.141
H 1.050081 0.863382 1.171376 0.6989 -0.0761 0.1687 0.063
H -1.541340 -0.463475 0.109473 0.6089 -0.2692 0.9922 0.150
H 0.015563 -1.450103 0.367169 -0.8651 0.5661 0.6790 0.151
```
Forces are in eV/Å.

LUMO energy = 0.06 eV
HOMO = -10.05 eV
Net charge = 0
HOMO-LUMO gap = 10.106 eV

***

Record 3
This record from OMol25 describes a cluster of 2 separate species, C21H23F2 in total. The level of theory is the ωB97M-V functional and the def2-TZVPD basis.

XYZ file:
```
46
Properties=species:S:1:pos:R:3:forces:R:3:lowdin_charge:R:1
F -2.646245 2.100721 -3.057473 0.1338 -1.0230 0.1577 0.051
C -2.438437 0.832208 -2.585450 0.1713 0.4041 -0.2679 -0.245
C -3.531244 -0.001940 -2.394777 0.0348 0.1059 0.2202 -0.006
C -3.321673 -1.243341 -1.791689 0.2581 -0.0659 -0.3270 -0.065
C -2.036029 -1.634965 -1.437825 0.1767 0.3908 0.0286 -0.066
C -0.939835 -0.794095 -1.677456 -0.0243 0.2107 -0.1459 -0.207
C 0.381700 -1.247167 -1.073744 -0.0393 -0.4329 -0.8694 -0.100
C 1.705385 -0.715999 -1.570306 0.0890 -0.4747 0.1867 -0.208
C 2.726883 -1.655973 -1.790778 -0.2846 0.3852 0.0069 -0.040
C 3.996466 -1.246833 -2.175244 -0.3164 0.4031 0.0039 -0.055
C 4.267392 0.115081 -2.337520 -0.3785 -0.1148 0.1367 -0.001
C 3.261023 1.022710 -2.038176 0.0169 0.6876 -0.0986 -0.242
F 3.533088 2.367711 -2.131494 -0.1829 -1.0541 0.0892 0.039
C 1.977066 0.649540 -1.645631 0.5089 0.0210 0.0336 0.012
C -1.126016 0.446094 -2.309234 -0.5321 -0.4683 0.3918 0.041
H -4.520300 0.321883 -2.702757 0.1460 0.0223 0.1031 0.124
H -4.141991 -1.938490 -1.636503 0.0067 0.2416 -0.0328 0.114
H -1.851083 -2.595344 -0.957304 -0.1678 0.1485 -0.1244 0.116
H 0.397438 -2.355688 -1.118652 0.0782 0.6260 0.1577 0.128
H 2.496026 -2.707960 -1.625825 0.1503 0.1989 -0.2136 0.114
H 4.760715 -1.987447 -2.354390 0.1250 0.0335 -0.0598 0.111
H 5.225627 0.465772 -2.688161 0.0677 0.0681 0.0679 0.122
H 1.240682 1.411260 -1.369713 0.4140 -0.2827 -0.2233 0.113
H -0.294427 1.094053 -2.560801 -0.3017 -0.0228 0.0255 0.106
C -3.671898 0.623074 1.922600 -0.2235 0.1585 0.1177 -0.096
C -2.250517 0.771991 1.416101 0.1936 -0.1317 0.0705 -0.239
C -1.333172 -0.090877 2.307870 -0.4694 0.4451 -0.2240 -0.120
C 0.075668 0.345432 2.379378 1.2166 -0.9741 -1.4981 -0.099
H 0.331872 -0.958860 -0.041024 -0.1791 -0.0269 0.8339 0.076
C 1.208018 -0.576742 2.706514 0.3430 0.3023 1.0545 -0.090
C 2.343933 0.426936 3.128774 -0.5763 -0.5735 0.1328 -0.112
C 1.990639 1.629048 2.312334 -1.1414 -0.7059 0.4511 0.100
C 0.685628 1.491840 1.821486 0.3720 0.7589 0.0980 0.011
H -4.400896 1.114048 1.276021 0.0813 -0.0522 0.0568 0.084
H -3.951026 -0.430991 2.023680 0.0048 0.1122 -0.1026 0.086
H -3.726298 1.078314 2.917926 -0.2088 -0.0662 -0.1042 0.084
H -2.155339 0.440854 0.378938 -0.0107 0.0328 0.0441 0.086
H -1.945390 1.823010 1.442410 -0.1076 -0.0904 0.0908 0.110
H -1.840566 -0.206720 3.299642 0.8704 0.1566 -0.3229 0.160
H -1.318812 -1.118650 1.909748 0.1307 0.0369 0.2001 0.148
H 0.999135 -1.357516 3.443899 -0.0483 0.1436 -0.1510 0.138
H 1.477682 -1.056013 1.734916 -0.1231 0.2184 0.6059 0.149
H 2.154993 0.654933 4.201981 0.2216 0.0145 -0.4865 0.153
H 3.371535 0.037253 3.083299 -0.3184 0.3901 -0.3107 0.137
H 2.635456 2.512135 2.266149 -0.2618 -0.3425 -0.4666 0.145
H 0.197123 2.145723 1.098270 0.0841 0.1851 0.6637 0.130
```
Forces are in eV/Å.

LUMO energy = -5.89 eV
HOMO = -11.78 eV
Net charge = +1
HOMO-LUMO gap = 5.887 eV

***

Record 4
This record from OMol25 describes the molecule C4H9N3O. The level of theory is the ωB97M-V functional and the def2-TZVPD basis.

XYZ file:
```
17
Properties=species:S:1:pos:R:3:forces:R:3:lowdin_charge:R:1
C 0.109733 1.854519 -0.786191 0.0590 0.1825 0.1810 -0.075
C 0.316458 1.219571 0.572101 -2.5570 -1.0309 0.0206 -0.339
N 1.443749 0.416623 0.657463 0.4436 -2.4275 -0.5094 0.025
C -1.238872 0.246118 0.833456 1.7960 2.4007 -0.3849 -0.455
O -2.226893 0.898097 1.036199 -0.4536 -0.1295 0.0865 0.043
N -0.957853 -1.014700 0.796703 1.5281 -1.4862 -0.3565 0.131
C -0.071263 -1.812151 0.244783 -3.1222 -0.5956 0.1059 -0.264
N -0.100595 -2.132287 -1.108408 0.4471 0.5044 0.2991 0.089
H 0.879302 2.607180 -0.965553 0.0193 -0.0068 -0.0652 0.075
H -0.865910 2.334030 -0.840218 -0.0234 -0.0189 0.0024 0.076
H 0.183305 1.105903 -1.576018 0.0234 -0.0388 -0.0277 0.070
H 0.196051 1.906916 1.409168 0.1435 -0.0345 -0.0836 0.132
H 1.656605 0.210095 1.630484 0.0767 0.0997 -0.0426 0.088
H 1.200618 -0.598163 0.249395 0.9168 2.4083 0.6772 0.083
H 0.315185 -2.609510 0.875925 0.4985 0.2109 -0.0260 0.131
H -0.663215 -1.522240 -1.683917 -0.0589 -0.1085 0.0868 0.098
H -0.176404 -3.110001 -1.345374 0.2631 0.0710 0.0363 0.092
```
Forces are in eV/Å.

LUMO energy (spin up / spin down) = 0.18 / 0.18 eV
Structure (SMILES) = C[C@H](N)C(=O)/N=C\N
HOMO (spin up / spin down) = -8.12 / -8.12 eV
Net charge = 0
HOMO-LUMO gap (spin up / spin down) = 8.299 / 8.300 eV

***

What max |F| values result from the calculations? In sequence: 1.306, 4.851, 2.162, 3.180 eV/A.
What energy above the lowest of the compared OMol25 structures with the same formula, charge and spin values result from the calculations? In sequence: 43.0, 121.1, 10.2, 56.8 kcal per mole.